ORCA calculation (ωB97M-V/def2-TZVPD) on a 2-piece molecular cluster, C3H7NS overall at a distorted geometry.

Values from the calculation:
Energy relative to the best compared isomer or geometry (same formula, charge and spin)   0.00 kJ/mol
HOMO-LUMO gap (spin up / spin down)   0.2664 / 0.3302 hartree
Charge   0
Spin multiplicity   3
Molar mass   89.16 g/mol
Expectation value of S²   2.015
LUMO level (spin up / spin down)   0.815 / -0.779 eV
Highest occupied orbital energy (spin up / spin down)   -6.4 / -9.8 eV

The geometry in XYZ format:
```
12
C3H7NS (ωB97M-V/def2-TZVPD)
C -1.01307 0.81600 -1.70703
C -0.34534 -0.65206 1.65037
C 1.57428 -0.05799 -0.17806
N -0.09896 0.25128 -2.27084
S 0.55180 0.73465 0.88063
H -1.96839 1.10106 -2.15664
H -0.96234 1.11495 -0.60870
H -0.89567 -1.19471 0.88845
H -1.02788 -0.22560 2.37710
H 0.36723 -1.30181 2.14918
H 1.51027 -1.11461 -0.33197
H 2.30805 0.52885 -0.69251
```

ORCA calculation (ωB97M-V/def2-TZVPD) on the molecule C3H7NS2.

Values from the calculation:
Energy relative to the best compared isomer or geometry (same formula, charge and spin)   75.83 kJ/mol
HOMO-LUMO gap   0.3351 hartree
Charge   0
Molar mass   121.23 g/mol
Structure (SMILES)   CC(=S)N(C)S
LUMO level   0.717 eV
Highest occupied orbital energy   -8.4 eV

The geometry in XYZ format:
```
13
C3H7NS2 (ωB97M-V/def2-TZVPD)
C 1.18273 1.05091 0.46500
C -0.10129 0.35833 0.87893
S -0.72610 0.57686 2.40313
N -0.66462 -0.43160 -0.06293
C -0.07431 -0.68891 -1.37088
S -2.08371 -1.38417 0.23103
H 0.99919 1.77715 -0.34121
H 1.59933 1.56392 1.30783
H 1.91855 0.35146 0.11560
H 0.44970 0.20614 -1.72134
H 0.60196 -1.53039 -1.32636
H -0.89937 -0.93207 -2.05754
H -2.20207 -0.91762 1.47874
```

ORCA calculation (ωB97M-V/def2-TZVPD) on the molecule C3H7NS2 at a distorted geometry.

Values from the calculation:
Energy relative to the best compared isomer or geometry (same formula, charge and spin)   105.96 kJ/mol
HOMO-LUMO gap   0.3504 hartree
Charge   0
Molar mass   121.23 g/mol
Structure (SMILES)   CS/C(C)=N\S
LUMO level   0.613 eV
Highest occupied orbital energy   -8.9 eV

The geometry in XYZ format:
```
13
C3H7NS2 (ωB97M-V/def2-TZVPD)
C -0.87462 -1.77664 0.83518
S -1.10671 -0.70286 -0.68204
C -0.40840 0.79925 0.01010
C -1.36536 1.94639 0.24019
N 0.81025 1.00963 0.20173
S 2.11810 -0.10585 -0.02915
H -1.29513 -2.73445 0.59277
H -1.55161 -1.31872 1.64084
H 0.14399 -1.75650 1.17744
H -1.91259 2.20788 -0.67909
H -0.76837 2.81952 0.57112
H -2.08347 1.73221 1.05968
H 1.50345 -0.89207 -0.90873
```

ORCA calculation (ωB97M-V/def2-TZVPD) on C3H7NS2 as an isolated structure at a distorted geometry.

Values from the calculation:
Energy relative to the best compared isomer or geometry (same formula, charge and spin)   446.34 kJ/mol
HOMO-LUMO gap   0.3429 hartree
Charge   0
Molar mass   121.23 g/mol
LUMO level   0.624 eV
Highest occupied orbital energy   -8.7 eV

The geometry in XYZ format:
```
13
C3H7NS2 (ωB97M-V/def2-TZVPD)
C -0.54964 1.68489 -0.64167
C -0.90074 0.28908 -0.07223
C 0.89628 -2.79497 1.38123
H 0.79307 3.16051 -1.99898
H -1.18820 2.56364 -0.44448
H 0.34736 2.10624 -0.13448
H -1.78656 -0.27180 -0.46554
H -1.07899 0.26915 0.82815
H 1.21011 -3.06297 2.62461
H 1.36300 -3.48887 0.29708
N 0.40755 -1.60636 1.35045
S -0.06662 2.05067 -2.52290
S 0.55339 -0.89920 -0.20126
```

ORCA calculation (ωB97M-V/def2-TZVPD) on the molecule C3H7NS3 at a distorted geometry.

Values from the calculation:
Energy relative to the best compared isomer or geometry (same formula, charge and spin)   121.71 kJ/mol
HOMO-LUMO gap   0.3407 hartree
Charge   0
Molar mass   153.30 g/mol
Structure (SMILES)   CSCS/C=N\S
LUMO level   0.592 eV
Highest occupied orbital energy   -8.7 eV

The geometry in XYZ format:
```
14
C3H7NS3 (ωB97M-V/def2-TZVPD)
C 1.01309 2.41029 -0.27096
S -0.47157 1.78982 0.66862
C -1.06805 0.58098 -0.51172
S -0.25108 -0.98813 -0.61341
C -0.37435 -1.60520 1.08553
N -0.04464 -2.81262 1.41416
S 0.61779 -4.00544 0.38322
H 1.50212 3.15246 0.31071
H 0.77318 2.91909 -1.26186
H 1.73522 1.55396 -0.32288
H -1.01971 1.02693 -1.54004
H -2.10082 0.41672 -0.22077
H -0.61171 -0.86193 1.80717
H 0.30054 -3.57695 -0.92778
```

ORCA calculation (ωB97M-V/def2-TZVPD) on the molecule C3H7NSi at a distorted geometry.

Values from the calculation:
Energy relative to the best compared isomer or geometry (same formula, charge and spin)   284.39 kJ/mol
HOMO-LUMO gap   0.2559 hartree
Charge   0
Molar mass   85.18 g/mol
LUMO level   0.445 eV
Highest occupied orbital energy   -6.5 eV

The geometry in XYZ format:
```
12
C3H7NSi (ωB97M-V/def2-TZVPD)
C -3.10704 -0.00632 0.00509
C 1.00242 -1.56076 0.10578
C 0.84525 1.58648 -0.30328
N -1.83506 0.01840 -0.07422
Si -0.13459 -0.03594 0.01323
H -3.66142 0.03218 0.95094
H 1.46160 -2.02551 0.94881
H 0.47231 -2.50018 -0.31326
H 1.93676 -1.40284 -0.51719
H 1.27736 1.72281 -1.19668
H 0.18163 2.41664 -0.11065
H 1.56079 1.75502 0.49144
```